Formula: C38H44AlN10
Source: OMol25
Level of theory: the ωB97M-V functional and the def2-TZVPD basis

XYZ file:
```
93
Properties=species:S:1:pos:R:3
Al -0.346 0.251 -0.650
C -0.956 0.861 4.074
N -2.067 1.192 3.210
C -3.107 1.931 3.908
C -2.170 0.900 1.898
N -1.126 0.877 1.054
C 0.136 1.362 1.511
C 0.248 2.649 1.996
C 1.471 3.154 2.447
C 2.585 2.362 2.420
C 2.526 1.049 1.908
C 3.699 0.267 1.843
C 3.672 -0.980 1.283
C 2.466 -1.513 0.817
C 1.282 -0.806 0.908
N 0.048 -1.345 0.431
C -0.305 -2.585 0.821
N 0.418 -3.315 1.708
C 0.963 -2.808 2.949
C 0.740 -4.710 1.456
N -1.428 -3.152 0.353
C -2.248 -2.562 -0.672
C -2.087 -4.243 1.049
C 1.291 0.526 1.425
N -3.406 0.579 1.455
C -4.335 -0.150 2.301
C -3.852 0.835 0.111
H -1.349 0.389 4.978
H -0.401 1.752 4.376
H -0.275 0.168 3.592
H -2.641 2.798 4.382
H -3.574 1.335 4.694
H -3.868 2.288 3.221
H -0.635 3.269 2.049
H 1.522 4.164 2.820
H 3.531 2.726 2.788
H 4.616 0.673 2.240
H 4.574 -1.566 1.197
H 2.467 -2.507 0.392
H 0.657 -1.780 3.117
H 2.053 -2.862 2.963
H 0.584 -3.422 3.770
H 0.381 -5.020 0.479
H 0.334 -5.371 2.222
H 1.828 -4.817 1.469
H -1.630 -2.062 -1.413
H -2.945 -1.839 -0.239
H -2.818 -3.347 -1.170
H -1.713 -4.340 2.064
H -1.959 -5.190 0.523
H -3.154 -4.026 1.099
H -3.828 -0.526 3.185
H -4.725 -1.004 1.743
H -5.181 0.466 2.611
H -3.821 1.905 -0.110
H -4.883 0.504 0.017
H -3.239 0.307 -0.632
C 1.472 -3.997 -3.949
C 1.955 -3.347 -2.815
C 1.330 -2.213 -2.345
C 0.184 -1.728 -2.995
C -0.301 -2.387 -4.142
C 0.346 -3.509 -4.609
N -0.429 -0.597 -2.501
N -1.253 -0.031 -3.292
C -1.776 1.151 -2.885
C -2.640 1.850 -3.735
C -3.077 3.106 -3.344
C -2.612 3.631 -2.142
C -1.776 2.861 -1.347
N -1.395 1.631 -1.684
H 1.975 -4.877 -4.320
H 2.837 -3.727 -2.323
H 1.736 -1.647 -1.518
H -1.187 -2.007 -4.626
H -0.023 -4.012 -5.488
H -2.926 1.414 -4.679
H -3.758 3.673 -3.961
H -2.903 4.621 -1.826
H -1.392 3.230 -0.406
N 1.270 1.199 -1.167
C 2.154 1.873 -1.520
C 3.185 2.683 -1.938
C 4.121 3.185 -1.007
C 5.136 4.003 -1.449
C 5.240 4.332 -2.798
C 4.312 3.851 -3.716
C 3.287 3.029 -3.304
H 4.028 2.927 0.037
H 5.856 4.395 -0.747
H 6.046 4.967 -3.134
H 4.395 4.123 -4.757
H 2.564 2.649 -4.009
```

The net charge is +3. As for the maximum force: 2.829 eV/Å. For the orbital gap, the calculation gives 5.4 eV. The value obtained for the HOMO energy is -15.33 eV.